Density functional theory data (ωB97M-V with the def2-TZVPD basis set) for a molecular structure, C24H36AgIO18 in a non-equilibrium geometry.

CARTESIAN COORDINATES (ANGSTROEM)
I (7.902049, 15.929660, -20.837855)
Ag (10.076959, 15.069330, -19.060664)
O (12.645822, 13.944924, -15.445654)
O (7.649292, 13.540274, -15.542469)
O (11.223981, 11.727737, -21.692531)
O (13.088818, 12.753702, -21.109198)
O (6.161824, 14.459159, -16.884939)
O (8.323770, 15.019301, -17.081166)
O (10.092433, 17.104864, -17.867189)
O (8.862830, 12.842986, -18.916721)
O (10.821443, 18.814255, -16.613414)
O (11.852946, 16.372050, -20.033052)
O (11.140483, 13.786003, -20.762953)
O (9.586561, 10.721176, -18.820532)
O (13.287534, 17.586152, -21.260334)
O (11.411862, 14.440791, -17.279216)
O (7.708604, 11.181152, -19.884860)
O (13.394269, 13.471279, -17.471114)
O (9.246549, 17.479079, -15.827457)
O (13.994133, 15.729307, -20.269153)
C (13.955361, 13.407834, -15.238656)
C (7.825154, 9.482788, -21.535100)
C (15.170974, 16.367304, -20.725438)
C (14.611279, 17.325527, -21.750566)
C (10.082611, 20.811445, -15.389795)
C (9.473052, 18.383842, -14.761834)
C (14.482064, 10.850688, -20.615160)
C (16.136683, 15.334130, -21.269347)
C (13.554003, 11.500302, -21.631498)
C (14.297321, 12.763697, -16.577366)
C (5.362814, 13.585231, -16.073871)
C (12.385870, 13.995926, -16.754851)
C (7.826728, 9.765957, -20.032633)
C (10.074341, 17.734712, -16.859170)
C (12.254041, 10.746609, -21.859308)
C (4.636030, 12.685074, -17.068664)
C (11.738649, 12.836597, -21.167861)
C (10.529004, 19.356396, -15.333347)
C (7.456523, 14.416602, -16.525664)
C (8.712290, 11.682777, -19.155192)
C (6.421366, 12.885389, -15.201044)
C (15.692309, 13.070413, -17.127869)
C (12.935336, 16.532641, -20.457752)
C (9.171120, 9.456750, -19.329718)
H (9.218702, 20.864236, -16.054046)
H (6.169906, 12.991994, -14.148406)
H (9.891531, 17.913912, -13.872416)
H (14.586094, 16.976817, -22.784694)
H (6.998817, 9.245220, -19.550071)
H (3.912163, 13.238674, -17.661505)
H (14.213774, 11.081324, -19.585958)
H (7.799784, 8.416684, -21.756450)
H (16.613784, 14.772472, -20.465779)
H (12.095351, 9.974441, -21.109239)
H (15.920304, 14.125863, -17.001175)
H (15.626549, 16.956479, -19.923522)
H (10.887921, 21.482969, -15.669012)
H (8.516591, 18.863347, -14.546219)
H (9.861010, 9.123130, -20.102434)
H (4.733301, 14.212479, -15.438770)
H (14.002595, 12.653330, -14.457036)
H (9.710279, 21.066385, -14.395741)
H (9.100773, 8.738102, -18.518583)
H (14.656141, 14.209382, -15.004857)
H (14.104352, 11.622639, -22.565412)
H (16.364173, 12.406614, -16.565666)
H (5.345304, 12.175768, -17.716406)
H (15.497720, 11.232504, -20.745833)
H (6.976764, 9.943105, -22.039443)
H (15.170864, 18.260919, -21.775951)
H (16.993372, 15.848661, -21.721213)
H (14.074766, 11.698100, -16.657849)
H (11.394387, 19.226602, -14.679812)
H (4.067925, 11.955730, -16.478606)
H (12.189610, 10.388035, -22.884913)
H (14.559329, 9.781787, -20.820832)
H (8.712532, 9.975052, -21.938250)
H (6.526063, 11.827522, -15.445512)
H (15.737494, 14.693536, -22.051677)
H (15.903961, 12.787833, -18.157851)

Cartesian forces (eV/Å) of the 6 atoms listed first:
0.3 -0.1 0.2
-0.8 0.1 -0.1
-0.2 -0.1 0.5
0.0 -0.4 0.9
-0.4 -0.1 0.0
0.1 0.2 -0.4

Computed properties:
E_LUMO (alpha / beta) = -1.55 / -4.25 eV
Net charge = +1
2S+1 = 2
HOMO energy (alpha / beta) = -10.847 / -10.561 eV
Orbital gap (alpha / beta) = 9.3 / 6.3 eV

***

Density functional theory data (ωB97M-V with the def2-TZVPD basis set) for a molecular structure, C3H9N4 in a non-equilibrium geometry.

CARTESIAN COORDINATES (ANGSTROEM)
N (-2.067794, -0.982276, -0.536110)
N (0.622012, 1.035650, -0.712093)
N (1.693266, -0.809335, 0.454365)
N (-1.082425, 1.114394, 0.713844)
C (-0.825793, -0.228181, 0.592687)
C (0.427081, -0.305916, -0.320985)
C (-0.318259, 1.797002, -0.057305)
H (-2.892672, -0.970002, 0.078792)
H (2.603490, -0.403288, 0.196215)
H (0.474836, -1.091276, -1.187039)
H (-0.237872, 2.881352, -0.303343)
H (-1.071631, -0.935473, 1.511634)
H (1.767260, -1.783790, 0.336433)
H (1.534500, 1.335224, -0.971767)
H (-2.332424, -0.246851, -1.196993)
H (1.706431, -0.407241, 1.401668)

Cartesian forces (eV/Å) of the 6 atoms listed first:
1.8 1.3 2.4
-0.2 -1.2 -0.2
0.8 3.0 0.9
-0.8 2.6 0.4
-3.1 -3.7 -2.3
1.4 -2.3 -1.3

Computed properties:
E_LUMO = -4.00 eV
Net charge = +1
HOMO energy = -13.081 eV
Orbital gap = 9.1 eV
Energy relative to the best compared isomer or geometry (same formula, charge and spin) = 325.0 kJ/mol

***

Density functional theory data (ωB97M-V with the def2-TZVPD basis set) for a single C20H24F6N2O6 molecule.

CARTESIAN COORDINATES (ANGSTROEM)
F (4.442231, -2.090886, -1.222398)
F (-4.502536, -1.704834, 1.174802)
F (-4.942834, -2.544276, -0.745812)
F (3.456129, -3.100571, 0.401070)
F (-6.024843, -0.823919, -0.039671)
F (4.466770, -1.249750, 0.756227)
O (0.751849, 0.971364, -0.022750)
O (-3.014867, 0.549265, 1.276605)
O (-4.457670, -0.015112, -1.952796)
O (3.444768, 0.984550, -0.315123)
O (-3.547263, 1.877635, -0.457337)
O (2.579492, 0.389824, -2.305641)
N (1.720511, -0.876464, 0.792573)
N (1.627457, -1.985292, -1.367145)
C (-2.446993, -1.048270, -1.054866)
C (0.872371, 0.181964, 0.894917)
C (3.849303, 2.260064, -0.834636)
C (-1.632023, 3.360910, -0.395493)
C (-1.687584, -0.497086, -2.080843)
C (2.774932, 0.207268, -1.135605)
C (-4.810862, -1.389740, -0.088117)
C (3.700959, -1.893798, -0.130944)
C (2.390126, -1.145283, -0.447676)
C (0.591590, -0.536068, 3.354698)
C (-3.435056, 0.714221, 0.163748)
C (-3.817649, -0.438225, -0.783581)
C (0.132355, 0.339626, 2.197094)
C (-1.889561, -2.012617, -0.232528)
C (-0.362326, -0.848319, -2.217337)
C (0.221844, -1.745956, -1.331796)
C (4.783767, 2.903585, 0.170158)
C (-0.559698, -2.390113, -0.372287)
C (-2.998438, 3.038511, 0.187225)
C (-0.018950, -3.487998, 0.493595)
H (-4.463975, 0.950937, -1.985325)
H (0.216531, 1.394067, 2.471111)
H (4.338415, 2.103171, -1.801779)
H (1.719841, -1.599604, 1.495069)
H (-0.138873, -3.251952, 1.549762)
H (1.976241, -1.802242, -2.307695)
H (4.272865, 3.044598, 1.118346)
H (5.650477, 2.269171, 0.333878)
H (-2.934438, 2.841680, 1.260948)
H (-1.713216, 3.552080, -1.462482)
H (-2.467744, -2.480541, 0.547152)
H (1.025225, -3.683339, 0.272308)
H (-0.926622, 0.160822, 1.985237)
H (2.946041, 2.858412, -0.991888)
H (-3.714082, 3.841522, -0.003198)
H (-0.940347, 2.534224, -0.242946)
H (0.371263, -1.586338, 3.176838)
H (-1.236399, 4.247571, 0.091205)
H (0.057895, -0.242141, 4.255047)
H (-2.129080, 0.224188, -2.749749)
H (-0.584901, -4.398599, 0.301800)
H (5.112572, 3.868047, -0.205317)
H (0.247422, -0.381750, -2.975758)
H (1.657583, -0.418176, 3.539092)

Cartesian forces (eV/Å) of the 6 atoms listed first:
-0.1 0.1 -0.4
0.3 0.0 0.1
0.2 0.0 -0.3
-0.3 -0.1 0.1
-0.1 0.2 0.0
0.0 0.2 0.1

Computed properties:
E_LUMO = 0.63 eV
HOMO energy = -8.830 eV
Orbital gap = 9.5 eV

***

Density functional theory data (ωB97M-V with the def2-TZVPD basis set) for 10 unconnected molecules or ions with the total composition C13H39N9O19Si in a non-equilibrium geometry.

CARTESIAN COORDINATES (ANGSTROEM)
Si (-1.685999, -1.368115, 0.654896)
O (-8.371702, -1.265620, 6.856558)
O (-4.029697, -2.336026, -4.158563)
O (9.914574, -3.212178, 4.162470)
O (-4.077499, 1.884555, -2.121130)
O (6.767083, -2.338930, -0.650137)
O (-6.409327, -1.159294, 7.747871)
O (-6.438345, 1.445176, 3.884905)
O (5.053112, -4.529882, -4.710684)
O (-5.764950, 6.625632, -1.341348)
O (5.442747, -3.220896, 0.801600)
O (7.155946, 2.203919, -3.300255)
O (8.938101, -4.753027, 3.009382)
O (-5.947911, 2.216559, -3.137971)
O (-2.163867, -2.659979, -3.126614)
O (5.564887, 0.755702, -3.135599)
O (-1.352741, 0.266400, 0.684243)
O (-4.557620, 2.438401, 4.241387)
O (3.828458, -3.143640, -3.602665)
O (-7.741555, 6.529369, -2.194538)
N (9.092587, -3.599259, 3.356506)
N (-6.740591, 7.129242, -1.869728)
N (-4.949442, 2.607623, -2.574969)
N (4.094188, -3.795568, -4.595688)
N (-3.035582, -1.944137, -3.583710)
N (5.970695, -3.188773, -0.291296)
N (6.583981, 1.288413, -2.743471)
N (-7.375271, -0.663929, 7.199894)
N (-5.223901, 1.512074, 3.831597)
C (-6.708996, 8.592227, -2.141150)
C (-4.513919, 0.359013, 3.214349)
C (8.207473, -2.568178, 2.748779)
C (7.188192, 0.785033, -1.479265)
C (1.131485, 0.238895, 0.707810)
C (-7.340250, 0.796694, 6.918123)
C (-4.783139, 4.079303, -2.427158)
C (-2.884669, -0.471647, -3.420217)
C (2.823355, -1.681498, 0.781785)
C (5.618032, -4.243532, -1.273627)
C (3.176292, -3.689036, -5.761397)
C (2.054528, -0.621804, 1.611462)
C (-0.182435, 0.622037, 1.418739)
H (-6.828233, 8.726213, -3.211795)
H (-5.759382, 8.984592, -1.798387)
H (3.759920, -3.321327, -6.599564)
H (-7.433094, 0.924062, 5.844356)
H (1.669174, 1.154404, 0.480816)
H (-7.537938, 9.039277, -1.601529)
H (-8.178420, 1.250588, 7.437788)
H (8.844898, -1.854219, 2.236487)
H (4.905736, -4.915526, -0.809553)
H (5.183016, -3.744130, -2.140905)
H (2.377368, -3.003531, -5.506629)
H (-2.867635, -0.037403, -4.415584)
H (-5.626729, 4.447306, -1.860542)
H (-0.209083, 0.222626, 2.433740)
H (-3.449065, 0.558397, 3.236777)
H (6.577304, -0.024126, -1.101271)
H (7.217977, 1.615975, -0.780765)
H (1.470685, -1.153523, 2.355452)
H (2.792735, -4.684239, -5.963560)
H (7.661386, -2.090351, 3.556131)
H (-1.859387, -1.953070, 1.998684)
H (2.906808, -2.586304, 1.373001)
H (-3.850927, 4.268298, -1.908749)
H (-4.872635, 0.265041, 2.193633)
H (-4.771689, 4.503144, -3.426958)
H (7.531467, -3.052937, 2.057356)
H (-1.958697, -0.278814, -2.890940)
H (2.292451, -1.909830, -0.135213)
H (8.190270, 0.439160, -1.712494)
H (-0.189132, 1.703102, 1.539263)
H (-0.576891, -2.094133, -0.002503)
H (-4.759609, -0.524622, 3.796131)
H (6.533662, -4.763926, -1.538902)
H (0.931994, -0.246525, -0.240696)
H (-6.398105, 1.193722, 7.277150)
H (-2.887762, -1.594480, -0.168222)
H (2.746514, 0.067155, 2.079326)
H (3.831145, -1.334340, 0.586701)
H (-3.736403, -0.117024, -2.859208)

Cartesian forces (eV/Å) of the 6 atoms listed first:
0.1 0.1 -0.7
0.1 0.0 0.0
0.1 0.0 0.0
-0.1 0.0 -0.1
-0.2 0.3 0.1
0.0 -0.1 0.1

Computed properties:
E_LUMO = -0.35 eV
HOMO energy = -10.531 eV
Orbital gap = 10.2 eV

***

Density functional theory data (ωB97M-V with the def2-TZVPD basis set) for a molecular structure, C9H24BrNiO5 in a non-equilibrium geometry.

CARTESIAN COORDINATES (ANGSTROEM)
Br (1.645168, -16.891084, -19.270416)
Ni (-0.359280, -16.173384, -18.118586)
O (-2.054752, -15.531463, -17.015737)
O (-1.033353, -18.020115, -17.369617)
O (-0.020174, -14.071829, -18.512270)
O (-1.622292, -16.910596, -19.605540)
O (0.721168, -15.620599, -16.394528)
C (-2.245255, -16.227678, -20.690471)
C (-0.476658, -13.188859, -19.538752)
C (1.477260, -16.298798, -15.389873)
C (-3.388801, -16.041878, -17.018105)
C (1.212201, -14.263988, -16.468089)
C (-1.189004, -18.963423, -18.430428)
C (-1.107723, -18.626633, -16.085560)
C (-1.983858, -18.294758, -19.557812)
C (0.306147, -13.395043, -17.302919)
H (1.001532, -17.251253, -15.168860)
H (-1.759040, -18.813974, -20.488158)
H (-3.026614, -16.858148, -21.121512)
H (-3.544054, -17.002131, -16.526667)
H (-2.741565, -15.279530, -20.484846)
H (1.205884, -13.750234, -15.501437)
H (-0.219056, -19.232608, -15.900480)
H (-1.501252, -16.090148, -21.477537)
H (0.358298, -12.994579, -20.210421)
H (2.500632, -16.485636, -15.716282)
H (-1.966079, -19.298291, -16.003938)
H (-0.862994, -12.222551, -19.203447)
H (1.469149, -15.727922, -14.460728)
H (-1.819570, -19.796987, -18.110147)
H (-0.598217, -13.185930, -16.720422)
H (0.835673, -12.465809, -17.517828)
H (-3.771604, -16.103300, -18.040373)
H (2.226377, -14.370166, -16.854085)
H (-1.329187, -13.645523, -20.037584)
H (-3.035767, -18.320595, -19.267444)
H (-1.244752, -17.855886, -15.330766)
H (-2.084443, -14.841913, -16.345739)
H (-0.240603, -19.393343, -18.749345)
H (-4.106954, -15.348622, -16.570194)

Cartesian forces (eV/Å) of the 6 atoms listed first:
-0.3 0.0 0.2
0.6 -0.2 0.0
-0.9 0.2 0.6
-0.3 -0.6 -0.2
-0.3 0.4 0.4
-0.4 0.5 -0.1

Computed properties:
E_LUMO (alpha / beta) = -2.55 / -2.71 eV
Net charge = +1
2S+1 = 3
HOMO energy (alpha / beta) = -11.587 / -11.517 eV
Orbital gap (alpha / beta) = 9.0 / 8.8 eV